[1]
C37H39N4O6PRuSe2 | the ωB97M-V functional and the def2-TZVPD basis

Summary:
HOMO energy (spin up / spin down) ... -10.6 / -10.6 eV
Total charge ... +1
Relative energy (zero: lowest compared OMol25 entry of this formula, charge and spin) ... 12.6 kcal/mol
Molar mass ... 925.71 g/mol
Largest force on an atom ... 0.020 Eh/bohr
Multiplicity ... 2
E_LUMO (spin up / spin down) ... -3.128 / -3.476 eV

Positions of all 90 atoms, in Å:
Ru -0.07 -0.17 0.21
O -0.13 -0.28 2.31
C 0.84 -0.58 3.01
C 2.20 -0.76 2.60
C 3.10 -1.16 3.60
C 4.43 -1.31 3.30
C 4.92 -1.05 2.02
C 4.06 -0.65 1.03
C 2.67 -0.50 1.28
O 1.93 -0.09 0.30
N 5.35 -1.75 4.35
O 6.51 -1.90 4.04
O 4.89 -1.92 5.46
H 0.64 -0.73 4.08
H 2.75 -1.35 4.60
H 5.97 -1.18 1.83
H 4.41 -0.44 0.03
Se -0.27 -0.05 -2.29
P -2.23 0.81 -1.85
Se -2.57 0.30 0.25
C -2.29 2.60 -2.13
C -1.50 3.18 -3.12
C -1.63 4.53 -3.40
C -2.55 5.30 -2.69
C -3.33 4.72 -1.70
C -3.20 3.37 -1.41
C -3.52 0.13 -2.93
C -4.85 0.32 -2.59
C -5.85 -0.14 -3.42
C -5.52 -0.79 -4.60
C -4.19 -0.99 -4.95
C -3.19 -0.53 -4.11
H -0.79 2.57 -3.67
H -1.02 4.98 -4.17
H -2.65 6.35 -2.91
H -4.03 5.33 -1.14
H -3.79 2.93 -0.62
H -5.11 0.82 -1.66
H -6.89 0.00 -3.15
H -6.31 -1.15 -5.26
H -3.94 -1.50 -5.87
H -2.15 -0.68 -4.37
C -0.33 4.86 0.55
C 0.67 4.02 1.35
C 2.08 4.17 0.78
C 0.65 4.45 2.81
N 0.32 2.58 1.38
N 0.31 1.94 0.09
H -0.05 5.91 0.56
H -1.34 4.77 0.96
H -0.37 4.56 -0.51
H 2.44 5.18 0.97
H 2.10 4.03 -0.30
H 2.76 3.46 1.25
H 0.89 5.51 2.89
H 1.39 3.88 3.38
H -0.33 4.29 3.26
H -0.62 2.45 1.75
H 1.27 1.91 -0.24
H -0.23 2.45 -0.60
C 0.55 -5.50 1.41
O 0.45 -4.82 0.16
C 1.46 -4.01 -0.20
C 2.62 -3.81 0.53
C 3.63 -2.99 0.03
C 3.49 -2.37 -1.20
C 2.33 -2.55 -1.93
C 1.31 -3.36 -1.43
N 0.17 -3.57 -2.24
C -1.10 -3.68 -1.94
C -1.77 -3.55 -0.71
C -3.05 -4.14 -0.62
C -3.73 -4.17 0.56
C -3.14 -3.60 1.70
C -1.92 -2.98 1.64
C -1.20 -2.89 0.42
O -0.09 -2.23 0.31
H -0.35 -6.12 1.48
H 0.57 -4.79 2.24
H 1.43 -6.14 1.44
H 2.76 -4.29 1.49
H 4.53 -2.85 0.61
H 4.28 -1.74 -1.59
H 2.20 -2.07 -2.89
H 0.38 -3.63 -3.22
H -1.72 -3.95 -2.79
H -3.48 -4.59 -1.51
H -4.71 -4.63 0.63
H -3.67 -3.63 2.64
H -1.49 -2.50 2.51

These are the Löwdin partial charges, in e, on atoms 1 to 2:
1. Ru 0.918
2. O -0.139

***

[2]
C37H40BClCsF9N8O5S2 | the ωB97M-V functional and the def2-TZVPD basis

Summary:
HOMO energy ... -3.5 eV
Total charge ... -2
Relative energy (zero: lowest compared OMol25 entry of this formula, charge and spin) ... 11.9 kcal/mol
Molar mass ... 1091.06 g/mol
Largest force on an atom ... 0.010 Eh/bohr
Multiplicity ... 1
E_LUMO ... 3.525 eV

Positions of all 104 atoms, in Å:
Cs 1.52 -0.73 -1.14
C 1.21 -2.81 -4.34
C 0.22 -3.61 -3.56
C -0.71 -4.58 -3.99
C -1.41 -4.91 -2.85
C -2.55 -5.88 -2.70
N -0.91 -4.19 -1.83
N 0.09 -3.39 -2.26
B -1.38 -4.15 -0.36
N -0.23 -4.42 0.63
N 0.70 -3.47 0.90
C 1.54 -4.01 1.77
C 2.70 -3.24 2.30
C 1.14 -5.32 2.10
C 0.01 -5.54 1.33
C -0.83 -6.78 1.24
N -2.09 -2.82 -0.03
N -1.75 -1.63 -0.59
C -2.57 -0.73 -0.08
C -2.45 0.70 -0.50
C -3.45 -1.32 0.84
C -3.10 -2.66 0.85
C -3.66 -3.78 1.66
H 1.30 -3.17 -5.37
H 0.89 -1.76 -4.39
H 2.19 -2.84 -3.87
H -0.86 -4.96 -4.98
H -2.76 -6.34 -3.66
H -2.31 -6.67 -1.98
H -3.45 -5.38 -2.35
H -2.19 -5.04 -0.22
H 2.99 -2.45 1.61
H 2.47 -2.77 3.26
H 3.57 -3.89 2.43
H 1.61 -6.02 2.77
H -0.43 -7.54 1.91
H -1.87 -6.58 1.52
H -0.84 -7.18 0.22
H -1.71 0.80 -1.29
H -3.41 1.09 -0.87
H -2.15 1.34 0.34
H -4.24 -0.86 1.43
H -4.41 -3.39 2.35
H -4.12 -4.54 1.03
H -2.88 -4.27 2.24
S 0.06 -0.54 2.69
C 0.57 1.00 2.53
N -0.05 2.09 3.04
C 0.18 3.39 2.43
C 0.52 3.17 0.97
N 1.70 2.32 0.88
C 2.75 2.70 -0.06
C 3.42 3.99 0.34
C 3.56 5.03 -0.57
C 4.18 6.22 -0.19
C 4.66 6.38 1.10
C 4.51 5.34 2.02
C 3.90 4.16 1.64
C 1.84 1.32 1.77
S 3.22 0.50 2.08
C -0.99 2.01 4.14
C -2.41 2.34 3.75
C -3.11 1.51 2.88
C -4.40 1.83 2.50
C -5.01 2.98 2.98
C -4.33 3.81 3.85
C -3.03 3.49 4.23
H 0.98 3.94 2.94
H -0.75 3.96 2.50
H 0.74 4.11 0.48
H -0.32 2.71 0.44
H 2.29 2.79 -1.05
H 3.47 1.89 -0.10
H 3.19 4.91 -1.57
H 4.29 7.02 -0.91
H 5.14 7.30 1.40
H 4.89 5.45 3.03
H 3.80 3.34 2.35
H -0.66 2.71 4.92
H -0.93 0.99 4.53
H -2.63 0.61 2.51
H -4.93 1.18 1.81
H -6.02 3.23 2.67
H -4.80 4.71 4.23
H -2.49 4.14 4.91
O 6.48 -0.71 -0.65
Cl 5.18 -0.92 -1.24
O 5.31 -1.47 -2.56
O 4.40 -1.81 -0.41
O 4.48 0.36 -1.32
F -1.91 3.00 -5.09
C -1.62 2.40 -3.91
F -2.22 1.21 -3.93
F -2.23 3.13 -2.95
C -0.08 2.25 -3.58
O 0.11 1.39 -2.61
C 0.45 3.69 -3.23
F 1.80 3.74 -3.30
F -0.01 4.68 -4.03
F 0.14 4.03 -1.97
C 0.65 1.79 -4.90
F 1.88 1.36 -4.63
F -0.01 0.78 -5.49
F 0.77 2.77 -5.83

These are the Löwdin partial charges, in e, on atoms 1 to 2:
1. Cs 0.959
2. C -0.045

***

[3]
C37H40BF3O2 | the ωB97M-V functional and the def2-TZVPD basis

Summary:
HOMO energy ... -5.8 eV
Relative energy (zero: lowest compared OMol25 entry of this formula, charge and spin) ... 82.5 kcal/mol
Molar mass ... 584.53 g/mol
Largest force on an atom ... 0.030 Eh/bohr
Multiplicity ... 1
E_LUMO ... -2.391 eV

Positions of all 83 atoms, in Å:
C 7.12 -4.86 -2.36
C 5.82 -4.12 -2.37
C 5.81 -2.72 -2.46
C 4.62 -2.02 -2.42
C 3.37 -2.69 -2.28
C 2.16 -1.94 -2.20
C 0.90 -2.46 -1.88
C -0.30 -1.80 -2.13
C -1.54 -2.51 -2.27
C -2.49 -2.11 -3.26
C -3.51 -2.96 -3.63
C -3.72 -4.18 -2.98
C -4.82 -5.09 -3.42
C -2.87 -4.52 -1.91
C -1.80 -3.71 -1.56
C 3.39 -4.11 -2.24
C 4.60 -4.80 -2.28
H 6.96 -5.94 -2.31
H 7.72 -4.64 -3.25
H 7.73 -4.57 -1.49
H 6.77 -2.19 -2.54
H 4.62 -0.93 -2.49
H 2.24 -0.88 -2.48
H 0.85 -3.48 -1.49
H -0.29 -0.79 -2.54
H -2.33 -1.16 -3.78
H -4.18 -2.69 -4.46
H -4.93 -5.93 -2.73
H -5.78 -4.55 -3.45
H -4.66 -5.49 -4.42
H -3.06 -5.45 -1.36
H -1.11 -4.01 -0.76
H 2.45 -4.66 -2.19
H 4.61 -5.89 -2.24
C 3.14 3.35 0.68
C 2.20 3.74 1.80
C 2.78 4.90 2.59
C 0.84 4.22 1.21
O -0.01 3.13 0.84
B -0.08 2.07 1.76
C -1.33 2.13 2.72
C -2.36 3.05 2.48
C -3.24 3.38 3.50
C -3.13 2.75 4.73
C -4.04 3.20 5.85
F -3.79 2.55 7.02
F -3.90 4.54 6.09
F -5.36 2.98 5.55
C -2.20 1.75 4.95
C -1.30 1.42 3.93
C -0.38 0.43 0.24
C 0.86 0.66 -0.51
C -1.68 0.80 -0.24
C -2.83 0.18 0.31
C -4.10 0.61 -0.02
C -4.27 1.67 -0.92
C -3.16 2.27 -1.51
C -1.87 1.85 -1.17
O 1.10 1.56 2.31
C 2.03 2.54 2.78
H 2.73 2.51 0.10
H 3.28 4.21 0.01
H 4.11 3.06 1.10
H 2.09 5.18 3.40
H 3.75 4.62 3.03
H 2.93 5.77 1.93
H 0.30 4.85 1.94
H 1.02 4.80 0.29
H -2.46 3.52 1.51
H -4.00 4.15 3.33
H -2.14 1.23 5.90
H -0.57 0.63 4.09
H -0.34 -0.34 1.01
H 1.72 0.55 0.14
H 0.99 -0.09 -1.29
H 0.86 1.64 -1.00
H -2.67 -0.63 1.04
H -4.96 0.12 0.43
H -5.28 2.00 -1.18
H -3.29 3.08 -2.23
H -1.00 2.36 -1.60
H 2.99 2.02 2.90
H 1.69 2.89 3.77

These are the Löwdin partial charges, in e, on atoms 1 to 2:
1. C -0.058
2. C -0.275

***

[4]
C37H40CaN6O7P | the ωB97M-V functional and the def2-TZVPD basis

Summary:
HOMO energy ... -5.1 eV
Total charge ... -1
Relative energy (zero: lowest compared OMol25 entry of this formula, charge and spin) ... 38.6 kcal/mol
Molar mass ... 751.81 g/mol
Largest force on an atom ... 0.019 Eh/bohr
Multiplicity ... 1
E_LUMO ... 2.243 eV

Positions of all 92 atoms, in Å:
Ca 0.82 -0.22 0.97
N -1.65 -1.43 -0.33
C -2.19 -2.14 0.81
C -2.16 -1.23 2.00
O -2.34 -1.80 3.21
N -2.02 0.01 1.77
C -1.87 0.96 2.88
C -0.45 1.58 2.90
O 0.00 1.93 3.98
O 0.12 1.70 1.74
H -2.04 -0.50 -0.37
H -1.78 -1.90 -1.22
H -1.58 -3.02 1.04
H -3.22 -2.51 0.69
H -2.07 0.53 3.85
H -2.57 1.78 2.70
N 0.05 2.30 -2.59
C -1.03 3.03 -3.07
C -1.11 3.35 -4.43
C -2.14 4.14 -4.91
C -3.11 4.63 -4.05
C -3.02 4.33 -2.70
C -2.00 3.53 -2.18
P -1.83 3.04 -0.42
C -0.79 4.41 0.21
C -0.72 4.63 1.59
C 0.13 5.60 2.11
C 0.93 6.35 1.27
C 0.88 6.13 -0.10
C 0.03 5.17 -0.62
C -3.49 3.44 0.26
C -4.40 2.38 0.31
C -5.68 2.57 0.81
C -6.06 3.82 1.28
C -5.16 4.88 1.23
C -3.89 4.69 0.72
H 0.52 1.70 -3.24
H -0.12 1.84 -1.71
H -0.35 2.97 -5.11
H -2.19 4.37 -5.97
H -3.91 5.26 -4.41
H -3.77 4.71 -2.01
H -1.31 4.03 2.27
H 0.17 5.74 3.19
H 1.60 7.10 1.68
H 1.51 6.70 -0.77
H 0.01 5.01 -1.69
H -4.08 1.39 -0.01
H -6.37 1.74 0.85
H -7.05 3.97 1.69
H -5.45 5.86 1.60
H -3.19 5.52 0.69
C -0.90 -0.71 -5.17
C 0.11 -1.43 -4.35
N 0.26 -1.35 -3.04
C 1.23 -2.28 -2.72
C 1.66 -2.91 -3.86
N 0.95 -2.35 -4.88
C 2.63 -3.97 -4.26
O 3.27 -4.61 -3.31
O 2.78 -4.20 -5.45
C 1.66 -2.60 -1.31
O 2.40 -3.59 -1.16
O 1.21 -1.89 -0.37
H -1.45 0.00 -4.55
H -1.63 -1.40 -5.60
H -0.43 -0.17 -6.00
H 1.07 -2.63 -5.84
H 2.97 -4.23 -2.40
C 0.87 -3.68 2.70
N 0.19 -2.98 3.79
C 0.19 -3.80 5.00
C 0.74 -1.61 4.05
C 2.22 -1.40 3.81
C 3.10 -1.76 4.83
C 4.47 -1.58 4.67
C 4.93 -1.02 3.48
C 4.02 -0.67 2.48
C 2.63 -0.83 2.59
H 0.31 -4.59 2.47
H 1.90 -3.95 2.96
H 0.92 -3.07 1.80
H -1.57 -2.43 3.42
H 1.21 -3.99 5.37
H -0.28 -4.76 4.78
H -0.38 -3.30 5.78
H 0.46 -1.34 5.06
H 0.17 -0.93 3.40
H 2.73 -2.17 5.76
H 5.16 -1.85 5.46
H 5.99 -0.86 3.33
H 4.44 -0.24 1.57

These are the Löwdin partial charges, in e, on atoms 1 to 2:
1. Ca 1.407
2. N 0.000